# C10H18NS

An isolated ion of composition C10H18NS and charge +1 in a non-equilibrium geometry (the ωB97M-V functional and the def2-TZVPD basis, the Open Molecules 2025 dataset).

Results
HOMO (alpha / beta) = -11.869 / -11.396 eV
energy relative to the best compared isomer or geometry (same formula, charge and spin) = 5.579 eV
LUMO energy (alpha / beta) = -3.9 / -4.1 eV

The geometry in ORCA input format:
```
! RIJCOSX wB97M-V def2-TZVPD def2/J DEFGRID3
* xyz 1 1
C -0.78 0.27 0.06
C 1.72 0.64 0.36
C 2.24 1.64 -0.31
C -1.79 0.97 0.49
C -0.16 -2.16 0.50
C 1.41 -2.15 0.38
C 3.65 1.66 -0.99
C -3.04 0.11 0.88
C -1.82 2.29 1.03
C -0.41 -1.12 -1.74
N -0.87 -1.16 -0.36
S 2.26 -0.72 1.22
H 1.71 2.50 -0.73
H -0.67 -3.19 0.06
H -0.40 -2.12 1.64
H 1.70 -3.11 0.84
H 1.62 -2.30 -0.73
H 3.80 1.57 -2.09
H 4.37 1.03 -0.41
H 3.97 2.68 -0.61
H -3.44 0.25 1.91
H -3.84 0.33 0.20
H -2.66 -0.92 1.02
H -2.81 2.75 0.79
H -1.92 1.99 2.14
H -1.07 3.07 0.85
H -1.21 -0.65 -2.34
H 0.61 -0.69 -1.77
H -0.28 -2.19 -2.09
H -1.89 -1.29 -0.20
*
```

***

# C46H57Cl36O6P

A 13-piece molecular cluster, C46H57Cl36O6P overall in a non-equilibrium geometry (the ωB97M-V functional and the def2-TZVPD basis, the Open Molecules 2025 dataset).

Results
HOMO = -8.037 eV
LUMO energy = -1.4 eV

The geometry in ORCA input format:
```
! RIJCOSX wB97M-V def2-TZVPD def2/J DEFGRID3
* xyz 0 1
C 3.97 -5.52 1.53
C 4.64 -4.82 0.36
C 4.01 -3.36 -0.11
O 3.46 -3.29 -1.33
O 4.06 -2.26 0.87
C 4.95 -1.17 0.41
C 4.09 0.26 0.39
C 2.80 0.08 -0.66
C 2.43 1.50 -1.39
C 1.47 1.38 -2.71
C 0.64 -0.03 -2.85
C -0.74 -0.09 -1.91
C -1.00 0.97 -0.66
C -2.40 0.93 0.25
C -2.56 2.07 1.43
C -3.61 3.28 1.06
C -4.29 3.76 2.51
O -3.32 3.76 3.62
C -3.60 -0.18 -0.04
C -4.99 -0.21 0.83
C -4.81 -0.53 2.43
C -6.01 -1.58 2.91
C -7.52 -1.02 2.61
C -8.52 -2.12 1.89
C -8.40 -3.64 2.48
C -8.56 -3.73 4.13
C -9.91 -2.94 4.69
C -3.35 -1.24 -1.28
C -1.95 -1.20 -2.21
C -1.87 -2.30 -3.46
O -0.75 -2.98 -3.76
C -3.32 -2.52 -4.26
C -3.46 -2.67 -5.89
C -5.00 -2.84 -6.53
P -5.32 -3.01 -8.44
O -6.86 -2.57 -8.68
C -6.37 -2.85 -5.59
C -6.22 -2.73 -3.96
C -4.71 -2.57 -3.34
C -4.48 -2.40 -1.69
O -5.13 -3.16 -0.80
H 4.16 -5.03 2.60
H 3.29 -6.47 1.35
H 5.57 -5.33 -0.13
H 5.92 -1.11 1.07
H 5.30 -1.35 -0.70
H 3.74 0.46 1.50
H 4.82 1.11 0.07
H 3.16 -0.70 -1.46
H 1.90 -0.30 -0.01
H 2.01 2.27 -0.61
H 3.47 1.95 -1.78
H 0.72 2.32 -2.69
H 2.14 1.50 -3.66
H 0.23 -0.06 -3.97
H 1.30 -1.00 -2.74
H -0.20 1.81 -0.41
H -2.86 1.47 2.42
H -1.49 2.52 1.65
H -4.46 2.99 0.31
H -2.96 4.17 0.63
H -4.76 4.84 2.46
H -5.12 2.94 2.75
H -2.43 4.14 3.32
H -5.82 -0.94 0.40
H -5.47 0.88 0.74
H -4.99 0.51 3.00
H -3.73 -0.93 2.65
H -5.82 -2.57 2.32
H -5.92 -1.72 4.09
H -7.99 -0.72 3.64
H -7.55 -0.04 1.94
H -8.39 -2.12 0.70
H -9.63 -1.73 2.09
H -7.45 -4.19 2.07
H -9.33 -4.24 2.05
H -7.56 -3.31 4.58
H -8.71 -4.87 4.46
H -9.67 -1.81 4.90
H -10.80 -2.99 3.93
H -10.22 -3.47 5.70
H -2.50 -2.64 -6.56
H -4.43 -2.21 -9.24
H -5.26 -4.43 -8.72
H -7.45 -2.95 -6.07
H -7.15 -2.71 -3.23
C -2.29 5.46 -2.59
Cl -0.91 4.34 -2.55
Cl -3.80 4.57 -2.85
Cl -2.37 6.40 -1.09
H -2.15 6.15 -3.43
C 3.95 -9.66 -0.33
Cl 2.72 -8.49 0.20
Cl 5.31 -8.82 -1.09
Cl 4.50 -10.64 1.04
H 3.49 -10.32 -1.07
C 2.81 5.58 -4.58
Cl 4.19 4.46 -4.54
Cl 1.30 4.69 -4.85
Cl 2.73 6.52 -3.09
H 2.95 6.27 -5.42
C 8.61 -5.80 -0.73
Cl 7.80 -4.36 -1.39
Cl 7.81 -6.32 0.76
Cl 8.62 -7.10 -1.93
H 9.64 -5.54 -0.50
C 8.23 1.86 -0.86
Cl 9.46 2.52 -1.94
Cl 6.67 2.67 -1.11
Cl 8.07 0.11 -1.09
H 8.54 2.04 0.18
C -3.71 0.02 6.44
Cl -3.43 1.03 5.00
Cl -4.94 0.75 7.48
Cl -4.17 -1.62 5.96
H -2.77 -0.03 7.00
C 0.93 7.18 1.37
Cl 1.86 6.82 -0.09
Cl -0.11 5.80 1.79
Cl 2.01 7.58 2.71
H 0.29 8.04 1.17
C -13.77 -4.78 3.49
Cl -12.07 -5.23 3.27
Cl -13.94 -3.63 4.83
Cl -14.42 -4.09 1.99
H -14.33 -5.68 3.74
C 6.35 7.92 -1.80
Cl 5.49 9.35 -2.38
Cl 5.83 6.48 -2.68
Cl 8.10 8.15 -1.96
H 6.12 7.78 -0.74
C 11.82 4.09 1.42
Cl 10.93 5.47 0.75
Cl 10.74 2.69 1.61
Cl 13.20 3.68 0.38
H 12.20 4.37 2.40
C 15.63 4.57 -2.80
Cl 14.41 5.74 -2.27
Cl 17.00 5.40 -3.56
Cl 16.18 3.59 -1.43
H 15.18 3.90 -3.54
C 8.40 1.47 5.07
Cl 10.00 0.97 5.64
Cl 8.19 3.22 5.24
Cl 8.16 0.99 3.38
H 7.64 0.97 5.68
*
```

***

# C4H12N2O3

A 4-piece molecular cluster, C4H12N2O3 overall in a non-equilibrium geometry (the ωB97M-V functional and the def2-TZVPD basis, the Open Molecules 2025 dataset).

Results
HOMO = -8.490 eV
energy relative to the best compared isomer or geometry (same formula, charge and spin) = 2.396 eV
LUMO energy = 0.6 eV
SMILES = Cc1cnc[nH]1.O.O.O

The geometry in ORCA input format:
```
! RIJCOSX wB97M-V def2-TZVPD def2/J DEFGRID3
* xyz 0 1
C -1.31 1.28 0.45
C -0.08 0.73 -0.21
C 0.19 -0.49 -0.93
N 1.36 -0.34 -1.64
C 1.93 0.86 -1.21
N 1.04 1.51 -0.35
H -1.22 2.19 1.05
H -2.07 1.43 -0.38
H -1.71 0.55 1.14
H -0.54 -1.27 -0.82
H 2.68 1.48 -1.51
H 1.10 2.38 0.20
O 1.86 -2.53 1.24
H 1.89 -1.92 0.41
H 2.74 -2.60 1.62
O 0.81 -0.65 2.93
H 1.08 -1.52 3.43
H 0.40 -0.98 2.10
O -3.53 0.41 -2.56
H -3.84 -0.36 -2.12
H -2.78 -0.15 -2.84
*
```

***

# H3IN2O2S

One molecule with the formula H3IN2O2S in a non-equilibrium geometry (the ωB97M-V functional and the def2-TZVPD basis, the Open Molecules 2025 dataset).

Results
HOMO (alpha / beta) = -6.368 / -10.063 eV
energy relative to the best compared isomer or geometry (same formula, charge and spin) = 0.000 eV
LUMO energy (alpha / beta) = 0.4 / -3.2 eV

The geometry in ORCA input format:
```
! RIJCOSX wB97M-V def2-TZVPD def2/J DEFGRID3
* xyz 0 3
N -0.43 -0.62 -0.49
N 1.77 0.47 0.08
O 1.00 -1.58 1.50
O 1.65 -1.91 -0.87
S 1.06 -1.14 0.13
I 3.71 0.24 -0.27
H -0.66 -0.16 0.43
H -0.41 0.07 -1.20
H 1.78 0.91 0.96
*
```

***

# C4H8N2O

One molecule with the formula C4H8N2O (the ωB97M-V functional and the def2-TZVPD basis, the Open Molecules 2025 dataset).

Results
HOMO (alpha / beta) = -6.974 / -6.973 eV
energy relative to the best compared isomer or geometry (same formula, charge and spin) = 5.584 eV
LUMO energy (alpha / beta) = 0.6 / 0.6 eV

The geometry in ORCA input format:
```
! RIJCOSX wB97M-V def2-TZVPD def2/J DEFGRID3
* xyz 0 1
N -2.19 -0.84 -0.06
C -0.95 -0.20 0.36
C 0.26 -0.68 -0.49
C 1.40 0.25 -0.33
O 2.03 0.13 0.89
C -1.02 1.30 0.20
N 0.02 1.89 -0.13
H -2.29 -1.75 0.38
H -2.97 -0.27 0.26
H -0.72 -0.35 1.42
H -0.06 -0.73 -1.53
H 0.54 -1.68 -0.15
H 0.90 2.06 -0.59
H 2.09 0.33 -1.18
H 2.84 0.64 0.89
*
```

***

# C41H89IN4

A 6-piece molecular cluster, C41H89IN4 overall in a non-equilibrium geometry (the ωB97M-V functional and the def2-TZVPD basis, the Open Molecules 2025 dataset).

Results
HOMO = -9.648 eV
LUMO energy = 0.2 eV
SMILES = C[C@](C#N)(CCN)[C@@](C#N)(CN)CCCI.CCCCCC.CCCCCC.CCCCCC.CCCCCC.CCCCCC

The geometry in ORCA input format:
```
! RIJCOSX wB97M-V def2-TZVPD def2/J DEFGRID3
* xyz 0 1
C 4.92 -1.50 3.14
C 4.25 -1.12 1.73
C 3.91 0.48 1.87
N 3.67 1.65 1.98
C 2.81 -1.82 1.62
C 2.79 -3.39 1.34
N 3.53 -4.24 2.32
C 5.20 -1.24 0.44
C 4.23 -1.04 -0.86
N 3.50 -0.80 -1.80
C 6.30 -0.04 0.31
N 7.06 0.23 1.56
C 5.93 -2.64 0.20
C 7.15 -3.00 1.19
C 8.51 -3.27 0.33
I 10.31 -3.20 1.57
H 4.06 -1.48 3.93
H 5.33 -2.58 3.19
H 5.70 -0.75 3.52
H 2.09 -1.31 0.86
H 2.29 -1.66 2.65
H 3.10 -3.57 0.24
H 1.68 -3.73 1.39
H 4.13 -4.95 1.86
H 2.85 -4.75 2.91
H 7.05 -0.35 -0.50
H 5.78 0.92 -0.09
H 7.94 0.70 1.25
H 6.59 0.96 2.14
H 5.25 -3.56 0.15
H 6.40 -2.58 -0.86
H 7.30 -2.29 2.07
H 6.90 -4.04 1.67
H 8.42 -4.37 -0.03
H 8.56 -2.64 -0.62
C 0.02 -2.89 -7.84
C -0.54 -2.15 -6.63
C 0.46 -1.17 -6.02
C 1.75 -1.79 -5.47
C 1.55 -2.86 -4.39
C 0.88 -2.34 -3.13
H 0.88 -3.51 -7.58
H -0.75 -3.55 -8.26
H 0.32 -2.19 -8.62
H -0.87 -2.88 -5.88
H -1.43 -1.60 -6.94
H -0.05 -0.61 -5.22
H 0.73 -0.42 -6.77
H 2.37 -0.98 -5.05
H 2.33 -2.22 -6.29
H 2.53 -3.26 -4.12
H 0.98 -3.71 -4.80
H 1.45 -1.52 -2.69
H 0.80 -3.14 -2.39
H -0.14 -1.98 -3.34
C -2.46 3.94 2.01
C -2.81 2.58 1.42
C -2.06 1.43 2.09
C -0.53 1.47 1.96
C 0.00 1.50 0.52
C -0.36 0.26 -0.27
H -1.40 4.19 1.86
H -3.05 4.72 1.52
H -2.68 3.97 3.08
H -2.62 2.58 0.34
H -3.88 2.41 1.54
H -2.43 0.48 1.69
H -2.31 1.41 3.16
H -0.12 0.59 2.47
H -0.14 2.34 2.49
H 1.09 1.58 0.56
H -0.36 2.40 0.00
H 0.03 -0.64 0.21
H 0.09 0.33 -1.27
H -1.44 0.15 -0.40
C 1.60 7.22 6.80
C 1.47 8.04 5.52
C 0.21 7.71 4.72
C 0.12 6.28 4.20
C 1.28 5.82 3.31
C 1.41 6.63 2.02
H 1.69 6.15 6.59
H 2.50 7.52 7.35
H 0.74 7.37 7.45
H 2.37 7.90 4.91
H 1.45 9.10 5.79
H 0.15 8.41 3.87
H -0.67 7.91 5.34
H -0.81 6.17 3.63
H 0.04 5.59 5.04
H 1.13 4.77 3.05
H 2.23 5.86 3.86
H 0.49 6.57 1.43
H 2.23 6.23 1.41
H 1.62 7.68 2.22
C -5.84 3.91 4.27
C -7.10 3.07 4.14
C -7.53 2.86 2.69
C -7.90 4.13 1.92
C -9.01 4.98 2.54
C -10.35 4.25 2.62
H -5.98 4.92 3.89
H -5.55 4.00 5.33
H -5.00 3.45 3.74
H -7.91 3.53 4.72
H -6.91 2.09 4.59
H -8.38 2.17 2.67
H -6.72 2.35 2.15
H -8.19 3.85 0.90
H -7.01 4.76 1.81
H -9.14 5.88 1.93
H -8.72 5.32 3.54
H -10.68 3.93 1.63
H -11.11 4.91 3.03
H -10.29 3.37 3.26
C -2.00 -7.78 -7.64
C -2.67 -7.91 -6.28
C -2.69 -6.59 -5.49
C -1.32 -6.02 -5.14
C -0.41 -6.94 -4.32
C -0.98 -7.30 -2.96
H -0.95 -7.50 -7.55
H -2.04 -8.73 -8.17
H -2.50 -7.03 -8.26
H -2.17 -8.69 -5.70
H -3.70 -8.24 -6.43
H -3.28 -6.75 -4.58
H -3.24 -5.84 -6.07
H -1.47 -5.09 -4.57
H -0.80 -5.73 -6.05
H 0.55 -6.44 -4.18
H -0.20 -7.86 -4.89
H -1.17 -6.40 -2.36
H -0.28 -7.93 -2.41
H -1.92 -7.86 -3.05
*
```

***

# C10H33O6

A 6-piece molecular cluster, C10H33O6 overall in a non-equilibrium geometry (the ωB97M-V functional and the def2-TZVPD basis, the Open Molecules 2025 dataset).

Results
HOMO = -13.046 eV
energy relative to the best compared isomer or geometry (same formula, charge and spin) = 0.000 eV
LUMO energy = -2.1 eV

The geometry in ORCA input format:
```
! RIJCOSX wB97M-V def2-TZVPD def2/J DEFGRID3
* xyz 1 1
O -0.09 0.94 0.43
H -1.00 1.30 0.16
H -0.18 0.20 1.09
H 0.31 0.60 -0.41
C 0.32 -3.00 1.95
C -1.01 -2.30 1.68
O -0.95 -0.93 2.15
H 0.32 -3.92 1.36
H 0.52 -3.18 3.01
H 1.17 -2.40 1.62
H -1.84 -2.83 2.14
H -1.16 -2.25 0.60
H -1.00 -0.95 3.11
C -3.69 0.62 -1.46
C -3.54 0.83 0.06
O -2.55 1.83 0.33
H -2.73 0.40 -1.93
H -4.21 1.49 -1.86
H -4.34 -0.22 -1.67
H -3.27 -0.11 0.56
H -4.50 1.14 0.47
H -3.01 2.67 0.46
C 3.36 -0.73 3.85
C 2.76 0.48 3.16
O 2.43 0.18 1.80
H 3.79 -0.54 4.84
H 4.16 -1.16 3.24
H 2.59 -1.49 3.98
H 3.50 1.30 3.15
H 1.86 0.87 3.64
H 3.16 -0.29 1.38
C -1.14 3.70 -2.65
C 0.02 2.76 -2.90
O 0.80 2.57 -1.69
H -1.87 3.25 -1.99
H -1.61 3.96 -3.60
H -0.84 4.65 -2.20
H 0.68 3.04 -3.72
H -0.38 1.78 -3.15
H 1.37 3.35 -1.65
C 2.01 -2.12 -2.74
C 1.13 -2.04 -1.50
O 0.12 -1.02 -1.70
H 2.89 -2.74 -2.61
H 2.39 -1.11 -2.92
H 1.44 -2.41 -3.62
H 1.69 -1.82 -0.59
H 0.59 -2.97 -1.32
H -0.50 -1.39 -2.33
*
```

***

# C30H22N5O8SeW

C30H22N5O8SeW as an isolated structure (the ωB97M-V functional and the def2-TZVPD basis, the Open Molecules 2025 dataset).

Results
HOMO (alpha / beta) = -10.218 / -11.265 eV
energy relative to the best compared isomer or geometry (same formula, charge and spin) = 1.582 eV
LUMO energy (alpha / beta) = -4.3 / -5.0 eV

The geometry in ORCA input format:
```
! RIJCOSX wB97M-V def2-TZVPD def2/J DEFGRID3
* xyz 1 3
W -0.06 -0.04 1.48
C 4.07 0.11 -0.44
O 3.43 1.41 -0.48
C 2.22 1.22 0.01
N 1.84 0.02 0.30
C 2.93 -0.89 -0.15
C 3.44 -2.05 0.69
C 4.50 -2.75 0.11
C 5.07 -3.84 0.75
C 4.59 -4.25 1.98
C 3.54 -3.56 2.56
C 2.97 -2.46 1.92
C 1.24 2.29 0.05
C 1.37 3.56 -0.46
C 0.23 4.32 -0.67
C -1.02 3.73 -0.51
C -1.07 2.45 0.00
N 0.03 1.79 0.41
C -2.20 1.53 -0.06
N -2.00 0.30 0.26
C -3.27 -0.42 0.05
C -4.15 0.64 -0.65
O -3.37 1.88 -0.55
C -3.07 -1.72 -0.70
C -2.14 -1.81 -1.73
C -1.97 -3.01 -2.40
C -2.72 -4.12 -2.05
C -3.64 -4.03 -1.02
C -3.81 -2.83 -0.35
H 4.81 0.13 0.36
H 4.56 -0.04 -1.40
H 2.55 -1.32 -1.08
H 4.88 -2.46 -0.86
H 5.89 -4.37 0.28
H 5.03 -5.10 2.49
H 3.16 -3.86 3.53
H 2.18 -1.93 2.42
H 2.36 3.93 -0.72
H 0.31 5.33 -1.06
H -1.93 4.23 -0.81
H -3.72 -0.65 1.02
H -5.09 0.82 -0.14
H -4.30 0.44 -1.71
H -1.53 -0.95 -2.00
H -1.24 -3.08 -3.20
H -2.58 -5.06 -2.57
H -4.23 -4.90 -0.74
H -4.53 -2.77 0.47
O -0.10 -4.08 0.90
C -0.23 -2.99 1.37
O 0.10 -1.85 0.70
C -0.72 -2.61 2.73
C -1.39 -1.34 2.71
C -1.55 -0.68 3.98
C -1.27 -1.31 5.19
C -0.74 -2.57 5.11
C -0.40 -3.23 3.89
N -0.38 -3.24 6.38
O 0.25 -4.27 6.29
O -0.76 -2.72 7.41
N -1.74 0.69 3.87
O -1.50 1.17 2.67
O -2.09 1.41 4.77
H -2.24 -1.28 2.04
H -1.39 -0.81 6.14
H 0.15 -4.16 3.92
Se 1.39 0.36 3.22
*
```

***

The records above yield calculated total energy values of -22973.9051, -520975.0286, -13463.9051, -26054.5551, -9300.8094, -58019.5078, -23183.2152, -122458.7081 eV, respectively.